{"formula": "C10H24ClIN2OPSSn", "method": "ωB97M-V/def2-TZVPD", "symbols": ["C", "I", "H", "H", "H", "Sn", "P", "C", "C", "H", "H", "H", "C", "H", "H", "H", "H", "H", "H", "C", "O", "Cl", "C", "N", "C", "C", "S", "N", "C", "C", "H", "H", "H", "H", "H", "H", "H", "H", "H", "H", "H", "H"], "positions_angstrom": [[-2.8034, 3.7628, 0.6839], [-4.0875, 1.9207, 0.5879], [-1.9047, 3.7123, 0.0563], [-2.5719, 3.9642, 1.7323], [-3.4786, 4.5309, 0.2900], [-1.2360, 1.1558, 0.3093], [-2.2444, 0.0529, -1.8803], [-3.6251, -1.1039, -1.6395], [-2.9204, 1.3487, -2.9583], [-0.2009, -0.2786, -3.1368], [-1.6157, -1.0502, -3.9228], [-0.8319, -1.8235, -2.5066], [-1.1106, -0.8658, -2.9633], [-2.1192, 2.0384, -3.2465], [-3.3320, 0.8619, -3.8519], [-4.1049, -1.2698, -2.6130], [-4.3631, -0.6951, -0.9422], [-3.7109, 1.9113, -2.4497], [-3.2496, -2.0586, -1.2562], [-2.5477, -1.0673, 1.4694], [-3.2515, -1.8466, 1.9108], [-0.0075, 2.5678, -1.3336], [3.3421, 0.4163, -0.8489], [3.3036, -0.2031, 0.4762], [4.4230, 0.0743, 1.3691], [2.1484, -0.7411, 0.9130], [0.8171, -0.8308, -0.1636], [2.0516, -1.2043, 2.2014], [3.0957, -2.1000, 2.7199], [0.7060, -1.5305, 2.6914], [4.3474, 0.8235, -0.9884], [2.5996, 1.2239, -0.9417], [3.1437, -0.3335, -1.6246], [4.0725, 0.4029, 2.3530], [5.0676, -0.8097, 1.4685], [5.0195, 0.8686, 0.9133], [2.6835, -2.5942, 3.6061], [3.3959, -2.8687, 1.9899], [3.9737, -1.5313, 3.0435], [0.0632, -0.6479, 2.6192], [0.2539, -2.3550, 2.1253], [0.8095, -1.8278, 3.7382]], "forces_ev_per_angstrom": [[-0.667, 0.986, 0.010], [1.533, 1.000, 0.618], [-0.484, -0.227, -0.002], [-0.205, -0.312, -0.112], [0.205, -0.207, 0.111], [0.852, -1.432, -2.993], [-0.518, -0.462, -1.005], [0.147, 0.030, 0.424], [0.197, 0.387, 0.285], [-0.194, -0.108, -0.085], [0.068, 0.072, 0.291], [-0.114, 0.167, -0.145], [0.526, 0.059, 0.303], [-0.203, -0.126, -0.036], [0.081, 0.068, 0.203], [0.095, 0.055, 0.194], [-0.029, -0.176, -0.177], [0.121, -0.129, -0.229], [-0.134, 0.116, -0.070], [-1.764, -2.095, 1.291], [1.777, 1.893, -1.096], [-0.695, -0.375, 1.341], [0.364, -0.098, -0.835], [-1.775, -0.082, 0.368], [0.633, 0.102, 0.059], [2.004, 0.835, 1.347], [-1.456, 0.818, 0.252], [-0.738, -0.765, -1.409], [0.682, -0.174, 0.819], [0.104, 0.080, 0.293], [-0.328, -0.122, -0.124], [0.267, -0.215, 0.182], [0.196, 0.276, 0.140], [-0.030, -0.074, -0.225], [-0.123, 0.266, 0.011], [-0.149, -0.161, 0.164], [0.204, 0.072, -0.303], [-0.181, 0.345, 0.104], [-0.267, -0.413, -0.019], [0.074, -0.118, 0.142], [0.105, 0.079, 0.127], [-0.181, 0.167, -0.217]], "nbo_charge": [-0.665, 0.452, 0.237, 0.265, 0.286, 1.066, 0.973, -0.966, -0.961, 0.273, 0.296, 0.265, -0.961, 0.282, 0.291, 0.298, 0.247, 0.259, 0.271, 0.493, -0.363, -0.383, -0.429, -0.271, -0.436, 0.287, 0.161, -0.326, -0.435, -0.412, 0.259, 0.234, 0.237, 0.239, 0.258, 0.259, 0.253, 0.240, 0.244, 0.191, 0.230, 0.263], "e_above_lowest_kj_mol": 23.8, "energy_ev": -62335.265, "molar_mass_da": 532.42, "charge": 3}